1.
8
Properties=species:S:1:pos:R:3 method="wB97M-V/def2-TZVPD" e_lumo_ev=-0.7743 mol_weight_g_mol=102.1 multiplicity=1 homo_energy_ev=-9.93
C 0.031 0.154 -0.065
C -0.353 -1.009 -0.509
H 1.520 0.580 -2.219
H -0.677 -1.556 -1.491
N -0.528 -1.766 0.566
N -0.468 -1.175 1.640
O -0.069 0.173 1.324
S 0.538 1.582 -1.180

---

2.
8
Properties=species:S:1:pos:R:3 method="wB97M-V/def2-TZVPD" e_lumo_ev=0.5176 smiles=Sc1cnno1 mol_weight_g_mol=102.1 multiplicity=1 homo_energy_ev=-9.45
S -1.663 1.210 -0.750
C -0.296 0.265 -0.201
C 0.301 -0.976 -0.483
N 1.373 -1.195 0.345
N 1.398 -0.200 1.141
O 0.506 0.776 0.702
H -1.609 1.887 0.387
H -0.010 -1.767 -1.141

---

Q: Which of them is the least stable? A: 1.

---

1.
91
Properties=species:S:1:pos:R:3 method="wB97M-V/def2-TZVPD" e_lumo_ev=-2.3119 mol_weight_g_mol=731.0 multiplicity=1 charge=+1 homo_energy_ev=-11.93
Ba -0.109 0.169 -0.821
C 1.556 0.162 -4.114
C 0.219 -0.462 -4.424
O -0.221 -1.228 -3.312
C -1.498 -1.817 -3.544
C -2.017 -2.400 -2.257
O -2.170 -1.325 -1.350
C -3.330 -1.208 -0.556
C -3.433 0.254 -0.170
O -3.275 1.007 -1.357
C -3.145 2.404 -1.177
C -2.805 2.978 -2.529
O -1.562 2.453 -2.989
C -0.640 3.430 -3.443
C 0.093 4.095 -2.295
O 0.707 3.158 -1.424
C 2.078 2.890 -1.651
C 2.349 2.110 -2.933
O 1.393 1.064 -3.017
H 1.895 0.690 -5.009
H 2.293 -0.607 -3.867
H 0.320 -1.099 -5.309
H -0.510 0.328 -4.642
H -1.424 -2.595 -4.311
H -2.189 -1.039 -3.888
H -1.305 -3.121 -1.839
H -2.961 -2.916 -2.445
H -3.251 -1.825 0.343
H -4.214 -1.504 -1.128
H -2.667 0.541 0.565
H -4.407 0.430 0.298
H -2.337 2.631 -0.467
H -4.078 2.845 -0.808
H -2.771 4.069 -2.465
H -3.585 2.696 -3.240
H -1.145 4.201 -4.036
H 0.056 2.905 -4.094
H -0.620 4.654 -1.684
H 0.831 4.803 -2.687
H 2.399 2.296 -0.791
H 2.660 3.815 -1.665
H 3.369 1.716 -2.897
H 2.267 2.760 -3.811
C 1.448 -5.270 -0.801
C 2.028 -3.943 -0.335
C 2.668 -3.193 -1.501
C 3.055 -4.168 0.772
O 0.891 -3.190 0.137
P 0.953 -1.871 1.059
O 1.889 -0.864 0.442
O -0.469 -1.391 1.125
O 1.532 -2.328 2.459
C 0.774 -3.017 3.497
C -0.019 -4.195 2.934
C -0.153 -2.001 4.154
C 1.830 -3.506 4.471
H 2.231 -5.919 -1.192
H 0.705 -5.103 -1.584
H 0.960 -5.767 0.040
H 3.472 -3.793 -1.929
H 3.081 -2.248 -1.140
H 1.928 -2.993 -2.277
H 3.873 -4.775 0.388
H 2.599 -4.689 1.616
H 3.455 -3.215 1.123
H -0.759 -3.839 2.216
H -0.531 -4.707 3.747
H 0.648 -4.903 2.438
H -0.857 -1.625 3.409
H 0.423 -1.168 4.561
H -0.706 -2.472 4.966
H 2.497 -4.215 3.977
H 1.359 -4.002 5.321
H 2.426 -2.669 4.838
C 1.663 2.010 2.540
C 0.293 2.433 2.091
O -0.215 1.931 1.096
C -0.431 3.468 2.869
C 0.204 4.228 3.850
C -0.500 5.196 4.547
C -1.847 5.405 4.281
C -2.490 4.644 3.311
C -1.783 3.687 2.607
H 1.966 1.124 1.983
H 1.676 1.797 3.608
H 2.378 2.817 2.355
H 1.252 4.072 4.068
H 0.001 5.786 5.303
H -2.398 6.156 4.832
H -3.543 4.799 3.111
H -2.273 3.083 1.854

---

2.
91
Properties=species:S:1:pos:R:3 method="wB97M-V/def2-TZVPD" e_lumo_ev=-2.2332 mol_weight_g_mol=731.0 multiplicity=1 charge=+1 homo_energy_ev=-11.81
Ba 0.526 0.169 0.767
C 1.776 -2.894 2.654
C 1.120 -2.166 3.822
O 0.469 -1.038 3.276
C -0.243 -0.160 4.135
C 0.393 1.227 4.195
O 0.240 1.877 2.938
C 0.927 3.109 2.723
C 0.868 3.518 1.250
O 1.672 2.617 0.503
C 1.886 2.782 -0.902
C 3.293 2.294 -1.158
O 3.330 0.926 -0.745
C 4.492 0.584 -0.007
C 4.479 1.150 1.403
O 3.414 0.652 2.202
C 3.790 -0.340 3.139
C 3.850 -1.733 2.536
O 2.640 -2.077 1.880
H 1.002 -3.237 1.966
H 2.311 -3.772 3.031
H 1.852 -1.871 4.582
H 0.396 -2.837 4.298
H -0.294 -0.582 5.142
H -1.265 -0.083 3.753
H 1.457 1.149 4.448
H -0.102 1.828 4.967
H 1.972 3.007 3.037
H 0.442 3.885 3.326
H 1.277 4.530 1.155
H -0.166 3.507 0.886
H 1.721 3.826 -1.173
H 1.221 2.133 -1.488
H 4.016 2.894 -0.601
H 3.538 2.361 -2.223
H 5.390 0.938 -0.528
H 4.522 -0.505 0.003
H 4.356 2.234 1.365
H 5.442 0.947 1.885
H 3.041 -0.303 3.929
H 4.758 -0.093 3.592
H 4.088 -2.462 3.319
H 4.646 -1.793 1.791
C -3.251 2.334 1.717
C -4.274 1.435 1.043
C -5.485 2.245 0.601
C -4.683 0.276 1.938
O -3.751 0.886 -0.198
P -2.291 0.299 -0.436
O -1.272 1.422 -0.567
O -1.885 -0.688 0.634
O -2.425 -0.515 -1.784
C -2.953 -0.094 -3.078
C -2.633 1.366 -3.349
C -4.452 -0.350 -3.072
C -2.241 -1.003 -4.068
H -3.708 2.788 2.599
H -2.930 3.127 1.041
H -2.373 1.776 2.042
H -5.993 2.671 1.467
H -6.188 1.607 0.068
H -5.177 3.057 -0.057
H -5.109 0.656 2.869
H -3.823 -0.350 2.164
H -5.439 -0.333 1.443
H -3.089 2.012 -2.601
H -3.029 1.641 -4.328
H -1.558 1.537 -3.347
H -4.949 0.317 -2.370
H -4.655 -1.380 -2.783
H -4.865 -0.181 -4.068
H -1.161 -0.862 -4.002
H -2.556 -0.779 -5.088
H -2.475 -2.048 -3.860
C -0.484 -3.606 -1.079
C 0.555 -2.640 -1.559
O 0.954 -1.755 -0.812
C 1.052 -2.695 -2.954
C 0.541 -3.607 -3.877
C 0.993 -3.601 -5.187
C 1.960 -2.686 -5.577
C 2.477 -1.778 -4.661
C 2.026 -1.778 -3.354
H -0.624 -3.473 -0.010
H -0.230 -4.638 -1.317
H -1.428 -3.366 -1.575
H -0.218 -4.316 -3.576
H 0.591 -4.306 -5.901
H 2.314 -2.679 -6.599
H 3.234 -1.073 -4.977
H 2.419 -1.075 -2.630

---

Q: Which of them is the least stable? A: 1.